C26H53INO3 | ωB97M-V/def2-TZVPD

XYZ file:
```
84
Properties=species:S:1:pos:R:3:forces:R:3
C -3.361389 -3.367685 -2.847305 -0.3767 0.3637 -0.2576
C -3.062780 -2.021103 -3.544228 -0.4658 -0.7097 0.3073
C -4.099351 -1.724340 -4.633666 0.5454 0.0080 -0.3246
C -3.641887 -0.873311 -5.844093 0.1407 -0.0161 0.6271
C -2.509891 0.126362 -5.613432 -0.5180 0.3893 -0.0588
C -2.872266 1.277523 -4.637361 0.5233 -0.4825 -0.3315
C -1.978106 1.295284 -3.391878 0.0331 0.1814 0.3653
C -2.676961 1.751188 -2.115844 -0.0815 0.1700 -0.6999
C -4.120278 1.391888 -1.848083 -0.5274 0.9366 1.6146
C -4.300487 2.058874 -0.449733 0.3334 0.1219 -0.1162
C -2.909071 1.937710 0.212092 -0.2362 0.6784 -0.3416
N -2.063764 1.247928 -0.827132 -0.9409 -0.1096 -0.0033
C -0.603036 1.313844 -0.687214 0.3978 -0.4052 -0.1925
C -0.044370 0.582413 0.514170 0.4546 0.2681 0.5905
C -0.226535 1.259614 1.873042 -1.0841 -0.5089 -0.3655
I -0.730992 -1.461782 0.578958 0.0434 0.1258 -0.1313
H -3.229715 -3.303405 -1.772959 0.3228 -0.1535 0.1677
H -2.778540 -4.181567 -3.263980 0.1643 -0.1036 0.0650
H -4.406532 -3.623390 -3.000500 -0.1846 -0.0827 0.0259
H -3.122406 -1.270228 -2.763481 0.2576 0.4585 0.0064
H -2.052032 -2.056326 -3.935927 0.1862 0.2030 -0.0831
H -4.397943 -2.690989 -5.026880 -0.2526 -0.1208 -0.1400
H -4.990984 -1.297043 -4.179878 -0.0942 0.0722 0.1297
H -4.504611 -0.313459 -6.193820 -0.1395 0.0054 -0.2937
H -3.327360 -1.539711 -6.640210 -0.0225 -0.1124 -0.1981
H -2.295267 0.573237 -6.580199 0.1365 -0.0029 -0.1599
H -1.597095 -0.373290 -5.308218 0.1719 -0.1064 0.1387
H -3.928354 1.227794 -4.395300 -0.1306 -0.0856 0.1238
H -2.712658 2.203971 -5.176910 -0.1796 0.3018 0.0483
H -1.488889 0.338887 -3.236688 -0.1732 -0.3776 -0.0144
H -1.172779 2.003895 -3.571625 0.2515 -0.0229 -0.0206
H -2.627818 2.839628 -2.068266 0.1433 0.1234 0.0893
H -4.832041 1.859635 -2.510409 -0.0456 -0.3147 -0.4580
H -4.299446 0.333721 -1.686695 0.0001 -0.3356 -0.6862
H -5.109800 1.672297 0.157171 0.0068 -0.3695 0.0037
H -4.506917 3.117742 -0.573038 -0.1027 0.1070 -0.1178
H -2.897918 1.457562 1.177108 0.1753 -0.3923 0.0182
H -2.476864 2.928386 0.294130 0.1823 0.0999 0.3200
H -2.381701 0.268924 -0.815246 0.6926 -0.2035 0.1848
H -0.272960 2.350219 -0.681560 -0.2212 0.2470 0.1626
H -0.172752 0.863282 -1.574992 -0.1073 -0.0732 -0.2159
H 1.021163 0.505786 0.335011 0.1730 -0.1884 -0.1988
H 0.539346 0.985591 2.580592 0.3635 0.1264 -0.0116
H -0.303154 2.336270 1.749240 0.3618 0.2077 0.0958
H -1.174123 0.926297 2.285690 -0.1410 0.1047 0.2928
C 1.051074 -4.718629 2.502120 0.0953 -0.0394 -0.0486
C 0.812378 -5.711860 3.635434 -0.1078 0.0364 0.0461
C 1.909794 -5.327233 4.618066 0.1062 -0.0304 -0.0411
O 2.125958 -3.921638 4.449925 -0.0304 -0.0196 -0.0473
C 1.464634 -3.470927 3.270915 -0.0738 0.0544 0.1028
H 0.179064 -4.557113 1.868279 -0.0170 -0.0112 0.0187
H 1.872702 -5.061738 1.869670 -0.0088 0.0144 -0.0102
H -0.170165 -5.542100 4.081620 0.0078 -0.0112 0.0052
H 0.869442 -6.753865 3.326178 0.0212 0.0010 -0.0112
H 2.844702 -5.851018 4.395488 -0.0239 -0.0426 0.0080
H 1.640864 -5.526132 5.655155 0.0169 0.0540 0.0182
H 0.589291 -2.880001 3.569200 -0.0227 0.0162 -0.0813
H 2.140275 -2.826043 2.705209 0.0267 0.0149 0.0327
C 3.974704 0.982138 -0.673471 -0.1491 -0.1549 -0.0588
C 5.228847 1.379926 -1.442817 0.0585 0.0808 0.0612
C 4.927972 2.834731 -1.782124 -0.0737 0.0023 -0.0576
O 4.111593 3.338543 -0.716606 -0.0460 -0.0916 -0.0652
C 3.662582 2.255687 0.094503 0.1621 0.0843 0.0869
H 4.114537 0.120978 -0.020711 0.0094 -0.0032 0.0008
H 3.162445 0.754533 -1.372076 0.0299 -0.0218 -0.0165
H 6.102004 1.315297 -0.790867 -0.0014 0.0057 -0.0074
H 5.418080 0.770726 -2.324567 -0.0231 0.0003 -0.0090
H 4.365128 2.916225 -2.718087 0.0448 -0.0192 -0.0270
H 5.824967 3.447062 -1.864928 -0.0231 0.0465 0.0377
H 4.203356 2.282535 1.045261 -0.0713 -0.0394 0.0422
H 2.595795 2.378399 0.303751 0.0097 0.0875 0.0326
C 3.784086 2.575491 5.428346 -0.0958 0.0954 0.0494
C 3.117075 1.322203 5.984793 0.1054 -0.1026 -0.0457
C 1.891402 1.201292 5.094284 -0.1149 0.0475 -0.0072
O 2.260033 1.743917 3.815028 0.1147 0.0215 0.1584
C 3.512181 2.437985 3.939084 0.0427 -0.0954 -0.0888
H 4.845828 2.645179 5.656318 0.0082 -0.0182 -0.0092
H 3.291811 3.468131 5.820173 0.0177 0.0063 -0.0092
H 3.769038 0.457295 5.846492 -0.0187 -0.0084 0.0117
H 2.863922 1.391166 7.040835 -0.0151 0.0184 -0.0008
H 1.052918 1.785283 5.488517 0.0084 -0.0180 0.0394
H 1.564936 0.168069 4.964664 0.0004 0.0018 -0.0559
H 4.284574 1.837955 3.446907 0.0520 0.0362 0.0324
H 3.441491 3.399430 3.429588 -0.0576 -0.0213 -0.0430
```
Positions in Å, forces in eV/Å.

Its total charge is +1. The HOMO-LUMO gap is 8.786 eV. The calculation puts the calculated total energy at -43547.6514 eV. Its lowest unoccupied orbital energy is -2.4 eV. The calculation puts the highest occupied orbital energy at -11.21 eV. The spin multiplicity is 1.